ORCA calculation (ωB97M-V/def2-TZVPD) on C24H32ClN5O4 in the gas phase.

Positions of all 66 atoms, in Å:
C: 1.83 2.73 4.06
C: 0.64 3.63 3.75
O: -0.23 3.04 2.79
C: -1.20 2.24 3.29
O: -1.34 2.02 4.47
N: -2.01 1.75 2.32
C: -1.74 1.84 0.90
C: -1.30 0.48 0.37
C: -2.37 -0.58 0.68
N: -1.94 -1.89 0.24
C: -2.31 -2.38 -0.96
C: -1.92 -3.45 -1.78
N: -0.99 -4.41 -1.78
C: 0.16 -4.51 -0.92
C: 1.49 -4.06 -1.59
N: 1.77 -2.65 -1.66
C: 0.90 -1.85 -2.51
C: 1.55 -0.49 -2.77
N: 1.77 0.17 -1.50
C: 1.81 1.55 -1.42
C: 1.76 2.19 -0.17
C: 1.72 3.56 -0.08
C: 1.72 4.36 -1.21
C: 1.78 3.74 -2.44
Cl: 1.82 4.70 -3.88
C: 1.83 2.36 -2.56
C: 2.63 -0.63 -0.65
C: 1.97 -1.98 -0.39
C: -2.97 -3.14 -2.77
O: -3.31 -3.65 -3.81
C: -3.37 -1.97 -1.90
O: -4.15 -1.05 -1.94
C: -2.64 -0.60 2.19
C: -3.03 0.79 2.67
H: 1.48 1.80 4.50
H: 2.38 2.51 3.14
H: 2.50 3.22 4.76
H: 0.97 4.57 3.31
H: 0.08 3.83 4.67
H: -0.97 2.59 0.73
H: -2.66 2.16 0.40
H: -1.14 0.55 -0.71
H: -0.36 0.20 0.84
H: -3.29 -0.34 0.14
H: -1.14 -2.28 0.71
H: -0.99 -4.99 -2.61
H: -0.02 -3.94 -0.02
H: 0.28 -5.56 -0.64
H: 2.31 -4.52 -1.04
H: 1.50 -4.44 -2.62
H: 0.76 -2.37 -3.45
H: -0.08 -1.67 -2.05
H: 0.86 0.10 -3.37
H: 2.49 -0.63 -3.32
H: 1.72 1.60 0.73
H: 1.66 4.02 0.90
H: 1.68 5.44 -1.14
H: 1.90 1.93 -3.55
H: 2.81 -0.11 0.29
H: 3.59 -0.80 -1.14
H: 2.63 -2.60 0.23
H: 1.02 -1.81 0.15
H: -3.44 -1.31 2.41
H: -1.74 -0.92 2.72
H: -3.15 0.81 3.75
H: -3.97 1.10 2.20

Maximum force, eV/Å: 0.8
HOMO, eV: -8.0
Energy above the lowest of the compared OMol25 structures with the same formula, charge and spin, kcal per mole: 1.1
Gap between HOMO and LUMO, Eh: 0.3068
SMILES string: CCOC(=O)N1CCC(Nc2c(NCCN3CCN(c4cccc(Cl)c4)CC3)c(=O)c2=O)CC1
DFT total energy, eV: -53570.6124


ORCA calculation (ωB97M-V/def2-TZVPD) on a molecular structure, C13H13Br2MnN3 at a distorted geometry.

Positions of all 32 atoms, in Å:
C: 3.70 -1.10 0.12
C: 3.74 0.10 -0.91
Br: 2.98 -0.40 -2.69
C: 3.17 1.45 -0.35
Br: 3.20 2.78 -1.85
C: 1.71 1.37 0.20
C: 1.33 2.23 1.32
N: 0.11 2.29 1.91
C: -0.73 1.41 1.30
C: -2.13 1.30 1.86
C: -3.14 0.40 1.30
C: -2.83 -0.42 0.15
C: -3.82 -1.43 -0.52
C: -3.01 -2.78 -0.75
N: -3.41 -3.87 -0.24
C: -1.45 -0.33 -0.42
C: -0.41 0.57 0.17
N: 0.83 0.54 -0.41
H: 3.66 -2.04 -0.48
H: 4.69 -1.13 0.64
H: 2.86 -1.04 0.85
H: 4.83 0.29 -1.13
H: 3.82 1.76 0.51
H: 2.12 2.91 1.74
H: -2.44 1.93 2.73
H: -4.16 0.30 1.73
H: -4.60 -1.65 0.24
H: -4.24 -1.02 -1.48
H: -2.06 -2.83 -1.32
H: -4.29 -3.72 0.27
H: -1.16 -0.94 -1.31
Mn: 1.16 3.06 -3.17

Maximum force, eV/Å: 3.9
HOMO (spin up / spin down), eV: -14.1 / -14.1
Total charge: +2
Gap between HOMO and LUMO (spin up / spin down), Eh: 0.1066 / 0.0989
DFT total energy, eV: -189545.1917
Multiplicity: 6


ORCA calculation (ωB97M-V/def2-TZVPD) on C3H5Cl2N in the gas phase at a distorted geometry.

Positions of all 11 atoms, in Å:
N: 0.65 -1.61 -0.32
C: -0.28 -0.76 0.44
C: -0.63 0.43 -0.24
Cl: -1.73 0.34 -1.58
C: 0.03 1.57 0.13
Cl: -0.14 3.06 -0.66
H: 1.16 -0.94 -0.91
H: 1.43 -1.95 0.24
H: -1.27 -1.22 0.48
H: 0.05 -0.47 1.46
H: 0.73 1.56 0.95

Maximum force, eV/Å: 4.6
HOMO, eV: -9.2
Energy above the lowest of the compared OMol25 structures with the same formula, charge and spin, kcal per mole: 14.7
Gap between HOMO and LUMO, Eh: 0.3667
SMILES string: NC/C(Cl)=C/Cl
DFT total energy, eV: -29725.9757


ORCA calculation (ωB97M-V/def2-TZVPD) on a molecular structure, C7H9NO2S at a distorted geometry.

Positions of all 20 atoms, in Å:
C: 2.14 -0.72 -0.23
C: 2.09 0.59 -0.51
C: -0.58 -0.06 1.07
C: -1.61 0.73 -1.24
C: 0.75 -1.03 -0.62
C: -0.62 0.95 -0.11
C: 0.62 0.51 -0.96
N: -0.34 -1.31 0.39
O: -0.29 -0.50 -3.27
O: -0.14 1.95 -3.12
S: -0.35 0.68 -2.47
H: 2.94 -1.29 0.09
H: 2.75 1.42 -0.34
H: 0.40 0.32 1.56
H: -1.54 0.01 1.55
H: -2.20 -0.21 -1.18
H: -2.38 1.38 -1.31
H: 0.56 -1.75 -1.40
H: -0.35 1.96 0.33
H: -0.11 -2.16 0.95

Maximum force, eV/Å: 3.5
HOMO, eV: -9.4
Energy above the lowest of the compared OMol25 structures with the same formula, charge and spin, kcal per mole: 79.9
Gap between HOMO and LUMO, Eh: 0.3748
DFT total energy, eV: -23821.5021


ORCA calculation (ωB97M-V/def2-TZVPD) on a molecular structure, C15H23N2O6PdS.

Positions of all 48 atoms, in Å:
Pd: -0.28 -0.34 0.19
C: 3.01 1.86 2.73
N: 1.65 1.63 3.24
C: 1.43 1.94 4.65
C: 0.70 1.19 2.43
O: 0.94 0.96 1.22
C: -0.70 0.99 3.00
O: -1.69 0.83 2.02
C: -2.20 2.00 1.42
C: -1.89 2.10 -0.08
O: -1.19 1.26 -0.69
N: -2.41 3.12 -0.75
C: -2.23 3.23 -2.19
C: -3.33 4.09 -0.16
H: 3.72 1.37 3.40
H: 3.10 1.44 1.73
H: 3.22 2.93 2.71
H: 2.35 1.76 5.19
H: 1.15 2.99 4.78
H: 0.66 1.31 5.08
H: -0.71 0.07 3.59
H: -0.96 1.82 3.67
H: -3.28 1.98 1.54
H: -1.82 2.90 1.91
H: -1.40 2.61 -2.51
H: -3.14 2.90 -2.71
H: -2.03 4.27 -2.44
H: -3.25 4.13 0.92
H: -3.08 5.08 -0.55
H: -4.36 3.86 -0.44
C: 2.46 -4.47 -4.84
C: 1.72 -4.06 -3.60
C: 0.37 -4.37 -3.44
C: -0.32 -4.02 -2.29
C: 0.36 -3.35 -1.29
C: 1.70 -3.02 -1.41
C: 2.37 -3.39 -2.57
S: -0.54 -2.92 0.16
O: 0.39 -2.04 0.98
O: -0.99 -4.07 0.85
O: -1.60 -1.94 -0.26
H: 1.78 -4.68 -5.66
H: 3.05 -5.38 -4.65
H: 3.16 -3.70 -5.15
H: -0.15 -4.90 -4.23
H: -1.36 -4.28 -2.18
H: 2.22 -2.51 -0.62
H: 3.42 -3.14 -2.68

Maximum force, eV/Å: 0.8
HOMO, eV: -11.6
Total charge: +1
Gap between HOMO and LUMO, Eh: 0.2987
DFT total energy, eV: -45502.2892


ORCA calculation (ωB97M-V/def2-TZVPD) on 3 unconnected molecules or ions with the total composition C6H8O3 at a distorted geometry.

Positions of all 17 atoms, in Å:
C: 0.46 2.14 0.87
C: 0.37 0.95 0.73
C: 0.51 -0.50 0.55
O: -0.25 -1.27 1.11
C: 1.75 -0.88 -0.15
C: 2.13 -2.15 -0.22
H: 0.48 3.19 0.97
H: 2.31 -0.08 -0.61
H: 1.54 -2.92 0.24
H: 3.01 -2.46 -0.76
C: -2.27 1.16 0.79
O: -2.45 1.28 -0.40
H: -2.46 2.00 1.48
H: -2.08 0.18 1.25
O: -0.77 -0.45 -1.76
H: -1.47 0.14 -1.38
H: -0.80 -0.33 -2.70

Maximum force, eV/Å: 1.3
HOMO, eV: -10.1
Energy above the lowest of the compared OMol25 structures with the same formula, charge and spin, kcal per mole: 87.5
Gap between HOMO and LUMO, Eh: 0.3663
SMILES string: C#CC(=O)C=C.C=O.O
DFT total energy, eV: -12490.3204


Question: Look up the DFT total energy of the first one.
Answer: -53570.6124 eV